Entry from OMol25: the molecule C6H7BrClN (ωB97M-V with the def2-TZVPD basis set).

## Properties
SMILES: ClC1=NC=C[C@@H](CBr)C1
ΔE to the lowest compared entry with this formula, charge and spin (eV): 0.0000
Frontier orbital gap (eV): 9.4

```
! wB97M-V def2-TZVPD RIJCOSX def2/J DEFGRID3
* xyz 0 1
Cl 2.96077 -0.69302 -1.75618
C 1.41505 -0.72950 -1.19705
N 0.66534 -1.66487 -1.61198
C -0.55896 -1.72554 -0.91925
C -1.09664 -0.71992 -0.17178
C -0.33123 0.60348 0.02614
C -0.70751 1.35387 1.35699
Br -2.25588 2.61066 0.99294
C 1.17414 0.15667 0.00055
H -0.95360 -2.71375 -1.11768
H -2.12374 -0.92262 0.17888
H -0.50920 1.17601 -0.82341
H 0.11136 1.98188 1.59523
H -0.97014 0.67211 2.27509
H 1.87427 1.03747 0.15414
H 1.30596 -0.42293 1.01738
*
```

natural (NBO) atomic charge list, values in e, 4 entries: 0.07 0.22 -0.43 -0.05


Entry from OMol25: a cluster of 2 separate species, C25H22N2 in total (ωB97M-V with the def2-TZVPD basis set).

## Properties
Frontier orbital gap (eV): 2.3

```
! wB97M-V def2-TZVPD RIJCOSX def2/J DEFGRID3
* xyz 0 1
C 4.40760 -3.34396 1.14752
C 3.33834 -3.48859 2.03476
C 2.29020 -2.56096 2.05564
C 2.36082 -1.41074 1.24136
C 1.27602 -0.41919 1.19436
C -0.06736 -0.84174 1.15017
C -1.18511 -0.01533 1.19370
C -2.54983 -0.47086 1.21730
C -3.62552 0.46326 1.32559
C -4.94237 0.02909 1.32559
C -5.25048 -1.33668 1.24712
C -4.20447 -2.26712 1.21894
C -2.87731 -1.85581 1.21963
C 1.61304 1.00200 1.23733
C 0.95872 1.92065 0.39682
C 1.32801 3.26991 0.43285
C 2.26861 3.72210 1.36454
C 2.88186 2.81910 2.24005
C 2.59229 1.45806 2.15710
C 3.47415 -1.23840 0.38993
C 4.45470 -2.22820 0.30778
H 5.19835 -4.09956 1.10420
H 3.30527 -4.34222 2.71558
H 1.43148 -2.69006 2.72017
H -0.20691 -1.93106 1.19161
H -1.04638 1.06400 1.33377
H -3.37569 1.52321 1.44101
H -5.75085 0.76117 1.36877
H -6.28883 -1.67109 1.20407
H -4.42832 -3.33468 1.17850
H -2.06315 -2.58714 1.26703
H 0.18291 1.55297 -0.28506
H 0.85767 3.95834 -0.27257
H 2.52173 4.78530 1.41218
H 3.59443 3.16429 2.99247
H 3.06659 0.74067 2.83089
H 3.52110 -0.35133 -0.24355
H 5.25694 -2.11609 -0.41969
C -1.19324 0.80004 -5.99187
C -1.31334 1.09935 -4.54790
C -0.98085 0.30257 -3.37757
N -1.20324 1.06060 -2.28051
C -1.71014 2.26198 -2.73257
N -1.76659 2.28465 -4.10604
H -0.84393 -0.22549 -6.16613
H -2.15814 0.93604 -6.50865
H -0.48924 1.49503 -6.48146
H -0.63595 -0.72644 -3.35574
H -2.02357 3.07839 -2.08903
*
```

natural (NBO) atomic charge list, values in e, 4 entries: -0.17 -0.21 -0.19 -0.07


Entry from OMol25: a structure of composition C20H22N2Zn (ωB97M-V with the def2-TZVPD basis set).

## Properties
ΔE to the lowest compared entry with this formula, charge and spin (eV): 6.8130
Frontier orbital gap (spin up / spin down) (eV): 5.5 / 5.4

```
! wB97M-V def2-TZVPD RIJCOSX def2/J DEFGRID3
* xyz 0 1
C 0.69142 -1.09753 -2.47560
C 0.30917 2.19438 -2.21709
C -0.77320 -1.03844 -2.32968
H 0.85648 -1.96740 -3.14178
C -0.99106 2.21165 -1.89481
H 1.05933 2.64888 -1.55929
H -1.20969 -2.06994 -2.40505
H -1.38584 2.86370 -1.12238
C -1.56406 -0.07296 -3.11831
H -2.48131 -0.62152 -3.39484
H -1.03367 0.09204 -4.05954
C 1.53105 0.06726 -3.10788
H 1.96678 -0.34373 -4.03343
H 2.39660 0.25835 -2.46524
C 0.90708 1.43697 -3.39373
H 0.19943 1.39495 -4.22510
H 1.74085 2.07217 -3.74852
C -2.03077 1.29181 -2.53729
H -2.48132 1.85784 -3.36654
H -2.84434 1.06671 -1.83325
Zn -0.67303 -2.12800 -0.16052
H 1.09148 -1.38103 -1.45460
C -1.42431 3.24969 3.56399
C -2.11556 2.95222 2.37016
C -1.97071 1.69917 1.75965
C -1.19341 0.69399 2.40756
C -0.52042 1.01125 3.59710
C -0.60738 2.27861 4.16393
N -1.06827 -0.63304 1.94192
N -0.40389 -1.40947 2.77190
C 0.52297 -2.27540 2.23327
C 1.10408 -3.30174 3.03485
C 2.35740 -3.79974 2.65246
C 3.05915 -3.20951 1.58678
C 2.39197 -2.30133 0.72181
C 1.02049 -2.12777 0.89662
H -1.54209 4.22190 4.04354
H -2.77756 3.70840 1.93098
H -2.47635 1.44760 0.82458
H 0.04189 0.21324 4.06994
H -0.05181 2.45867 5.07808
H 0.50733 -3.69133 3.86894
H 2.78986 -4.64928 3.18629
H 4.10364 -3.48240 1.38984
H 2.97160 -1.78987 -0.04972
*
```

natural (NBO) atomic charge list, values in e, 4 entries: -0.47 -0.20 -0.47 0.20


Entry from OMol25: a structure of composition C5H14NO2 (ωB97M-V with the def2-TZVPD basis set).

## Properties
ΔE to the lowest compared entry with this formula, charge and spin (eV): 6.0050
Frontier orbital gap (eV): 5.9

```
! wB97M-V def2-TZVPD RIJCOSX def2/J DEFGRID3
* xyz -1 1
C 1.06132 3.82016 1.56763
C 0.31480 2.73645 0.19320
N 1.39543 2.43070 0.87176
C 0.84730 -0.88578 -0.67514
C -0.36682 -0.91637 0.17328
C -1.56453 -1.75088 -0.37210
O -1.56064 -3.16454 -0.48615
H 0.39292 4.91893 1.23581
H 0.71336 3.50988 2.61134
H 2.17268 4.09708 1.65885
H -0.70429 2.69898 0.62623
H 0.28797 3.12387 -0.83341
H -0.05544 -1.44206 1.10329
H 0.73098 -1.65129 -1.48848
H 1.70319 -1.10248 -0.05284
H 1.13338 0.07597 -1.13732
H -0.63133 0.12446 0.45058
H -2.06520 -1.20793 -1.24572
H -2.43141 -1.49423 0.38394
H -0.83730 -3.89588 -1.32574
H -0.23070 -5.40691 -1.31778
O -0.30566 -4.61813 -1.94123
*
```

natural (NBO) atomic charge list, values in e, 4 entries: -0.51 0.09 -0.54 -0.62


Entry from OMol25: the molecule C2H8N6 (ωB97M-V with the def2-TZVPD basis set).

## Properties
SMILES: N/N=C/N(N)/C=N/N
ΔE to the lowest compared entry with this formula, charge and spin (eV): 3.8928
Frontier orbital gap (eV): 9.5

```
! wB97M-V def2-TZVPD RIJCOSX def2/J DEFGRID3
* xyz 0 1
N -3.48032 -0.63173 -0.00657
N -2.29913 0.23569 -0.02457
C -1.19021 -0.39805 -0.13419
N 0.01032 0.25933 -0.12714
N 0.02910 1.67572 -0.17363
C 1.22904 -0.45351 -0.06233
N 2.30261 0.22549 -0.07355
N 3.47690 -0.58907 -0.03461
H -3.99758 -0.29528 0.79252
H -4.06604 -0.30423 -0.84435
H -1.12016 -1.50236 -0.22018
H 0.68083 2.12099 0.56988
H -0.88741 1.95488 0.10266
H 1.02787 -1.60528 0.14986
H 3.94797 -0.28313 0.88425
H 4.33619 -0.40945 -0.79805
*
```

natural (NBO) atomic charge list, values in e, 4 entries: -0.68 -0.40 0.25 -0.27


Entry from OMol25: the molecule C3H6O2 (ωB97M-V with the def2-TZVPD basis set).

## Properties
SMILES: OC1COC1
ΔE to the lowest compared entry with this formula, charge and spin (eV): 1.9768
Frontier orbital gap (eV): 10.9

```
! wB97M-V def2-TZVPD RIJCOSX def2/J DEFGRID3
* xyz 0 1
O -1.70526 -0.59121 0.01874
C -0.53764 0.05701 0.43001
C 0.79547 -0.70298 0.36797
O 1.43511 0.39814 -0.28467
C 0.17453 1.04924 -0.50837
H -1.47484 -1.20115 -0.69419
H -0.75361 0.48946 1.41000
H 1.28514 -0.97877 1.30755
H 0.73831 -1.59074 -0.28442
H 0.19712 2.10272 -0.20819
H -0.15433 0.96828 -1.55443
*
```

natural (NBO) atomic charge list, values in e, 4 entries: -0.69 0.06 -0.09 -0.53